C10H13O2 | wB97M-V/def2-TZVPD

Results
HOMO level = -3.9163 eV
Max |F| = 4.1 eV/A
ΔE to the lowest compared entry with this formula, charge and spin = 47.7 kcal per mole
Gap between HOMO and LUMO = 7.5 eV
Net charge = -1
Energy = -14675.5386 eV

Positions of all 25 atoms, in Å:
C: 0.383132 -3.059410 1.068032
C: 0.636045 -2.010044 2.129763
O: 1.426521 -2.411956 2.972109
O: -0.043235 -0.967831 1.884177
H: 0.348244 -4.082723 1.377382
H: 1.181844 -2.757859 0.189754
H: -0.562287 -2.783227 0.689521
C: 1.468182 1.089093 -0.160899
C: 1.512541 2.088671 0.928624
C: 0.095943 0.990526 -0.760004
C: -0.979894 1.356765 0.037883
C: -0.008718 0.392136 -1.986034
C: -2.275775 1.075438 -0.534914
C: -1.260255 0.012444 -2.484128
C: -2.405529 0.399525 -1.787841
H: 2.238343 1.260568 -0.977969
H: 1.507826 0.043549 0.303876
H: 0.752417 1.635481 1.702799
H: -0.772457 1.699100 1.058145
H: 0.867941 0.130073 -2.395678
H: -3.284920 1.324171 -0.075980
H: -1.232308 -0.662228 -3.332284
H: -3.430327 0.000105 -2.072996
H: 1.493036 3.109133 0.608962
H: 2.343698 2.128499 1.617707

Forces on atoms 1 to 2 (eV/Å):
1.55 1.33 -2.92
-1.31 -0.97 -1.69

Atom charges from the Mulliken analysis, given in e for atoms 1 to 2:
1. C -0.77
2. C 0.50

---

C10H13O2 | wB97M-V/def2-TZVPD

Results
HOMO level = -4.0133 eV
Max |F| = 5.4 eV/A
ΔE to the lowest compared entry with this formula, charge and spin = 53.2 kcal per mole
Gap between HOMO and LUMO = 7.3 eV
Net charge = -1
Energy = -14675.2978 eV

Positions of all 25 atoms, in Å:
C: -0.577142 -1.319002 0.189934
C: -1.324571 2.162585 1.591504
C: -2.596007 2.042552 2.117502
C: -0.640685 1.126300 0.877756
C: -1.183498 -0.125777 0.858783
C: -3.090130 0.797129 2.209486
C: -2.468048 -0.284528 1.416572
H: -0.887300 3.153113 1.752108
H: -3.186763 2.860374 2.531285
H: 0.344429 1.271206 0.453431
H: -3.874108 0.638890 2.949391
H: 0.242511 -0.957759 -0.523410
H: -1.296247 -1.846765 -0.468047
H: -2.922767 -1.320662 1.337553
H: -0.082038 -1.868470 0.914264
C: 2.784123 -0.757902 -2.310959
C: 2.505370 0.395172 -1.303308
C: 1.698203 -1.903517 -1.810317
O: 0.549787 -1.953389 -2.407060
O: 2.274476 -2.741195 -1.073034
H: 2.612172 -0.513342 -3.436230
H: 3.795372 -0.976875 -2.385510
H: 1.765453 1.002665 -1.758444
H: 3.280108 1.086294 -1.317736
H: 2.277296 0.032896 -0.405519

Forces on atoms 1 to 2 (eV/Å):
0.59 2.52 -2.75
1.16 0.81 -1.41

Atom charges from the Mulliken analysis, given in e for atoms 1 to 2:
1. C -0.75
2. C -0.37

---

C10H13O2 | wB97M-V/def2-TZVPD

Results
HOMO level (spin up / spin down) = -9.0233 / -9.0227 eV
Max |F| = 2.3 eV/A
Multiplicity = 2
ΔE to the lowest compared entry with this formula, charge and spin = 17.3 kcal per mole
Gap between HOMO and LUMO (spin up / spin down) = 9.8 / 5.9 eV
Energy = -14673.2679 eV

Positions of all 25 atoms, in Å:
C: -1.661926 0.198758 2.695155
C: -0.436388 0.398667 3.631565
C: -1.626243 -1.156413 2.047971
O: -0.666554 -1.924051 2.267030
O: -2.494074 -1.570515 1.263651
H: -2.542872 0.443484 3.291989
H: -1.565268 0.985772 1.933191
H: 0.459575 -0.051114 3.184528
H: -0.556240 0.166050 4.674510
H: -0.200337 1.467072 3.517076
C: -0.468954 -1.720247 -1.897564
C: 1.786611 1.872444 -2.107654
C: 2.250617 0.707805 -2.721744
C: 0.715574 1.737967 -1.228545
C: 1.659863 -0.543445 -2.497218
C: 0.003312 0.546538 -1.066010
C: 0.490767 -0.568116 -1.739994
H: 2.190106 2.832917 -2.358195
H: 3.196426 0.801325 -3.239885
H: 0.526853 2.589175 -0.577938
H: 2.004974 -1.389596 -3.074150
H: -0.730897 0.425375 -0.283021
H: -1.160129 -1.573664 -2.720091
H: -1.090974 -1.921687 -1.012795
H: -0.083821 -2.754499 -1.981861

Forces on atoms 1 to 2 (eV/Å):
1.02 0.62 0.92
0.56 1.13 -1.65

Atom charges from the Mulliken analysis, given in e for atoms 1 to 2:
1. C -0.29
2. C -1.09

---

C10H13O2P | wB97M-V/def2-TZVPD

Results
HOMO level = -9.1876 eV
Max |F| = 4.0 eV/A
ΔE to the lowest compared entry with this formula, charge and spin = 0.3 kcal per mole
Gap between HOMO and LUMO = 10.0 eV
SMILES = CC1(C)OPO[C@@H]1c1ccccc1
Energy = -23963.5948 eV

Positions of all 26 atoms, in Å:
C: 1.093697 -1.627378 1.905275
C: -0.281691 -1.239441 1.164803
C: -0.381838 -2.048695 -0.142421
O: -1.306702 -1.593786 2.084588
P: -2.210569 -0.294888 2.699579
O: -1.762202 0.665057 1.345985
C: -0.408702 0.277223 1.000911
C: -0.127617 0.894775 -0.415135
C: 1.183982 1.295523 -0.698735
C: 1.521929 1.900443 -1.841814
C: 0.651896 2.098407 -2.863889
C: -0.664737 1.497669 -2.718689
C: -1.097260 0.948876 -1.485955
H: 0.917549 -2.584843 2.456660
H: 1.252238 -0.857585 2.542238
H: 1.833033 -1.587876 1.148925
H: -0.511400 -3.147965 0.131880
H: 0.536069 -1.733479 -0.802253
H: -1.396213 -1.783924 -0.487760
H: -1.105269 0.129373 3.603126
H: 0.226576 0.830587 1.800988
H: 2.014170 1.093027 0.016690
H: 2.581344 2.086126 -1.735520
H: 0.882010 2.606752 -3.834386
H: -1.377611 1.613632 -3.522739
H: -2.062681 0.562388 -1.352352

Forces on atoms 1 to 2 (eV/Å):
-3.23 -1.48 -1.84
2.14 -1.16 1.01

Atom charges from the Mulliken analysis, given in e for atoms 1 to 2:
1. C -1.73
2. C 1.56

---

C10H13O3 | wB97M-V/def2-TZVPD

Results
HOMO level = -2.7480 eV
Max |F| = 5.7 eV/A
ΔE to the lowest compared entry with this formula, charge and spin = 62.5 kcal per mole
Gap between HOMO and LUMO = 6.1 eV
Net charge = -1
Energy = -16723.0770 eV

Positions of all 26 atoms, in Å:
C: 0.773998 -3.019579 -0.939169
C: -0.232149 -3.874955 -0.176105
C: 1.583471 -1.922484 -0.120627
O: 1.289510 -1.674585 1.191146
O: 2.416900 -1.328652 -0.735012
H: 1.635736 -3.666848 -1.108156
H: 0.375503 -2.778496 -1.821480
H: 0.125386 -3.890574 0.817660
H: -0.642617 -4.738092 -0.664851
H: -1.173215 -3.315846 0.038832
C: -1.938575 2.467365 -1.468711
C: 1.248423 1.739772 0.389365
C: 0.408527 2.225292 -0.588536
C: 0.682847 1.278214 1.668119
C: -0.981305 2.366032 -0.346096
C: -0.656291 1.843346 1.936774
C: -1.511645 2.340285 0.945956
O: 1.471159 0.690344 2.466263
H: 2.291666 1.580507 0.115291
H: 1.000914 2.379291 -1.502525
H: 1.637675 -0.798224 1.398864
H: -0.811857 1.889124 2.929347
H: -1.686851 3.430910 -2.104302
H: -3.016437 2.614483 -1.264615
H: -2.561181 2.646703 1.069103
H: -1.729600 1.516664 -2.126540

Forces on atoms 1 to 2 (eV/Å):
2.16 -1.95 4.86
-1.63 2.58 0.39

Atom charges from the Mulliken analysis, given in e for atoms 1 to 2:
1. C -0.35
2. C -1.18

---

C10H13O3 | wB97M-V/def2-TZVPD

Results
HOMO level = -4.1070 eV
Max |F| = 1.9 eV/A
ΔE to the lowest compared entry with this formula, charge and spin = 9.1 kcal per mole
Gap between HOMO and LUMO = 7.5 eV
Net charge = -1
Energy = -16725.3921 eV

Positions of all 26 atoms, in Å:
C: -0.055773 -1.466984 -2.748422
C: 1.333506 -1.888226 -2.267133
C: -1.243112 -2.096457 -2.021153
O: -2.177931 -2.570812 -2.652643
O: -1.210625 -2.048180 -0.724806
H: -0.171684 -0.389925 -2.847914
H: -0.166663 -1.806202 -3.778670
H: 1.334198 -2.226636 -1.234258
H: 2.038431 -1.049449 -2.198572
H: 1.807129 -2.603347 -2.938932
C: 0.163420 4.089122 2.103090
C: 1.529645 0.537382 1.611195
C: 1.465439 1.906200 1.860131
C: 0.428348 -0.177481 1.112043
C: 0.320494 2.648969 1.629966
C: -0.714912 0.602435 0.807957
C: -0.739715 1.963781 1.047487
O: 0.580815 -1.443583 0.770597
H: 2.468814 0.034847 1.795384
H: 2.384924 2.325487 2.264183
H: -0.218647 -1.813253 -0.084118
H: -1.600669 0.075489 0.474585
H: 0.078595 4.009527 3.189105
H: -0.753245 4.484350 1.699598
H: -1.647830 2.512428 0.810413
H: 1.089616 4.608958 1.869090

Forces on atoms 1 to 2 (eV/Å):
0.13 -0.65 -1.12
0.58 0.76 0.46

Atom charges from the Mulliken analysis, given in e for atoms 1 to 2:
1. C -0.36
2. C -0.94

---

C10H13O5 | wB97M-V/def2-TZVPD

Results
HOMO level = -4.0629 eV
Max |F| = 5.0 eV/A
ΔE to the lowest compared entry with this formula, charge and spin = 0.0 kcal per mole
Gap between HOMO and LUMO = 7.5 eV
Net charge = -1
Energy = -20818.1171 eV

Positions of all 28 atoms, in Å:
C: 1.524555 0.174773 -0.030553
C: 0.773371 1.280550 0.202462
C: 0.961039 -1.141869 -0.353176
C: 3.048574 0.179849 -0.030413
C: -0.512970 -1.320345 -0.031931
C: -1.173185 1.072421 -0.268204
C: -1.385549 -0.191335 0.454019
C: 3.840835 -1.065732 0.387060
C: -1.371886 1.216725 -1.753468
C: -2.865795 -0.561329 0.415324
O: 0.880344 2.378465 0.703509
O: 1.530167 -2.149201 -0.691227
O: 3.723273 1.173296 -0.201610
O: -1.744965 2.156179 0.458997
O: -1.120603 -0.124798 1.887567
H: -1.042254 -1.741959 -1.014250
H: -0.555055 -2.288289 0.626099
H: 3.922959 -0.954427 1.457478
H: 4.750345 -1.042520 -0.184217
H: 3.450776 -2.004799 0.329307
H: -1.047793 0.353745 -2.373855
H: -0.905474 2.086019 -2.226821
H: -2.418564 1.366180 -1.984871
H: -2.963280 -1.084323 1.412648
H: -3.092675 -1.300910 -0.380879
H: -3.446178 0.306262 0.333941
H: -0.985079 2.719991 0.661179
H: -1.774927 0.507392 2.195891

Forces on atoms 1 to 2 (eV/Å):
3.20 -2.77 -1.22
-4.56 1.24 -0.29

Atom charges from the Mulliken analysis, given in e for atoms 1 to 2:
1. C 0.36
2. C 0.78

---

C10H13P | wB97M-V/def2-TZVPD

Results
HOMO level (spin up / spin down) = -7.7828 / -7.7823 eV
Max |F| = 3.6 eV/A
ΔE to the lowest compared entry with this formula, charge and spin = 109.2 kcal per mole
Gap between HOMO and LUMO (spin up / spin down) = 7.1 / 7.1 eV
Energy = -19862.6053 eV

Positions of all 24 atoms, in Å:
C: 1.502598 1.420220 0.015659
C: 1.545796 0.453134 1.189746
C: 0.269554 1.066636 1.709042
C: 0.530247 0.905208 -1.072132
C: -0.325572 2.294206 -1.200175
C: 0.204437 -0.201447 1.034480
C: -0.231508 -0.225020 -0.425727
C: -0.099130 -1.455267 1.804685
C: -1.797679 -0.106463 -0.541445
C: 0.172158 -1.566981 -1.138833
P: 0.051934 2.732274 0.395093
H: 2.233306 2.137654 -0.270931
H: 2.268526 0.161380 1.842472
H: 0.972483 0.725838 -2.004979
H: -1.149587 2.672894 -1.853094
H: -1.115373 -1.594170 1.699475
H: 0.136828 -1.118213 2.744039
H: 0.537822 -2.330701 1.489007
H: -2.171789 -0.092558 -1.546201
H: -2.000606 0.804563 0.004447
H: -2.162290 -0.928244 0.046893
H: -0.143163 -1.525378 -2.203840
H: -0.418593 -2.332505 -0.619131
H: 1.189604 -1.897060 -1.098549

Forces on atoms 1 to 2 (eV/Å):
-1.32 -1.44 1.09
-1.72 1.24 -2.09

Atom charges from the Mulliken analysis, given in e for atoms 1 to 2:
1. C -0.26
2. C -1.19